Version w
C5H4N2O | ωB97M-V/def2-TZVPD

The geometry in ORCA input format:
```
! wB97M-V def2-TZVPD RIJCOSX def2/J DEFGRID3
* xyz 0 1
C 1.4805 0.7023 -0.1173
C -0.8396 0.5989 0.1650
C -1.9733 -0.4312 0.1699
C -0.0818 -1.3203 -0.4841
C 0.2665 0.0281 -0.5169
H 2.2160 1.2228 -0.9028
H 2.3521 -0.0143 0.4372
H -2.8546 -0.2459 0.7038
H 0.5055 -2.3379 -0.7909
N -0.4076 1.6523 0.9304
N -1.4827 -1.5625 -0.2152
O 0.8190 1.7078 0.6211
*
```

E_LUMO	-1.1	eV
gap between HOMO and LUMO	7.622	eV
SMILES string	C1=NC=C2CON=C12

=====

Version x
C5H4N2O | ωB97M-V/def2-TZVPD

The geometry in ORCA input format:
```
! wB97M-V def2-TZVPD RIJCOSX def2/J DEFGRID3
* xyz 0 1
C -0.9766 -1.4267 -0.9203
C -0.1766 -0.3353 -0.2238
C 0.1846 -0.7017 1.0349
C 0.8573 0.2616 1.8166
C 1.2556 1.3409 1.0707
H -0.9145 -2.3154 -0.3202
H -0.0802 -1.6296 1.3675
H 1.0272 0.1374 2.8921
H 1.6746 2.1960 1.5759
N 0.7737 1.5332 -0.1804
N 0.1555 0.8457 -0.8693
O -1.8847 -1.2342 -1.8545
*
```

E_LUMO	-0.8	eV
gap between HOMO and LUMO	7.982	eV
SMILES string	O=Cc1cccnn1

=====

Version y
C5H4N2O | ωB97M-V/def2-TZVPD

The geometry in ORCA input format:
```
! wB97M-V def2-TZVPD RIJCOSX def2/J DEFGRID3
* xyz 0 1
C 2.2765 0.8283 1.5583
C 1.8260 0.8809 0.3804
C -1.8140 0.4479 0.4410
C -1.2978 -1.1819 -1.6715
C -1.5900 -0.6164 -0.3616
N -2.0999 1.3847 1.0293
N -1.1181 -1.8101 -0.3085
O 1.2537 0.9444 -0.6271
H 2.7369 -0.0345 1.9578
H -1.9974 -1.7133 -2.3428
H -0.4216 -0.8325 -2.1647
H 2.2458 1.7026 2.1092
*
```

E_LUMO	-0.4	eV
gap between HOMO and LUMO	9.243	eV
SMILES string	N#CC1=NC1.C=C=O

=====

Stability ranking, top and bottom: version x is the most stable and version w is the least stable.

=====

Version w
C5H7Br | ωB97M-V/def2-TZVPD

The geometry in ORCA input format:
```
! wB97M-V def2-TZVPD RIJCOSX def2/J DEFGRID3
* xyz 0 1
C -0.7716 0.9688 -0.4124
C -1.6682 0.0077 -0.2549
C -0.4027 -1.2102 -0.1393
C 0.4580 0.0782 -0.4662
C 1.5224 0.4003 0.5504
Br -3.5366 -0.1260 0.1039
H -0.9543 2.0386 -0.5077
H -0.5227 -1.6108 0.8100
H -0.5631 -2.0699 -0.7505
H 0.8971 -0.0138 -1.3950
H 2.0023 -0.5877 0.9760
H 1.1948 1.0542 1.4667
H 2.3447 1.0706 0.0189
*
```

E_LUMO	0.9	eV
gap between HOMO and LUMO	10.238	eV
SMILES string	C[C@@H]1C=C(Br)C1

=====

Version x
C5H7Br | ωB97M-V/def2-TZVPD

The geometry in ORCA input format:
```
! wB97M-V def2-TZVPD RIJCOSX def2/J DEFGRID3
* xyz 0 1
C 1.3329 -0.3908 0.7586
C 1.0728 -1.4204 -0.0569
C 0.0525 0.0053 0.0875
C 0.0999 1.1806 -0.8184
C -1.3254 -0.2007 0.6885
Br 1.3048 -2.8406 -1.2600
H 2.0576 -0.0288 1.3621
H -0.7935 1.3675 -1.3134
H 0.8245 0.8876 -1.7509
H 0.4809 2.1647 -0.4442
H -1.6066 0.5079 1.3824
H -1.2693 -1.0320 1.3286
H -2.2310 -0.2001 0.0362
*
```

E_LUMO	0.6	eV
gap between HOMO and LUMO	9.293	eV
SMILES string	CC1(C)C=C1Br

=====

Stability ranking, top and bottom: version w is the most stable and version x is the least stable.

=====

Version w
C4H10NS | ωB97M-V/def2-TZVPD

The geometry in ORCA input format:
```
! wB97M-V def2-TZVPD RIJCOSX def2/J DEFGRID3
* xyz 1 1
C -1.1383 -0.2415 0.3812
C -1.0238 -1.7109 0.2350
C 0.2696 0.1202 -0.0065
C 1.0707 1.2934 0.9244
N 0.4925 0.4300 -1.4102
S 0.8363 -1.6497 0.2201
H -2.0863 0.0620 -0.1558
H -1.0395 0.0300 1.4735
H -1.4580 -2.2584 1.1601
H -1.4983 -2.2109 -0.7559
H 1.3920 0.7169 1.7695
H 0.4210 2.0946 1.0466
H 1.9424 1.6957 0.3654
H 0.3595 1.4168 -1.5097
H -0.0092 -0.2108 -2.1483
H 1.4694 0.4225 -1.5895
*
```

E_LUMO	-3.7	eV
gap between HOMO and LUMO	9.743	eV

=====

Version x
C4H10NS | ωB97M-V/def2-TZVPD

The geometry in ORCA input format:
```
! wB97M-V def2-TZVPD RIJCOSX def2/J DEFGRID3
* xyz 1 1
C -2.7704 -0.2230 0.2240
C -1.5694 -1.0571 -0.0922
C -1.6042 0.3747 -0.2796
C 3.3749 0.1671 0.3426
N -0.9315 1.3317 -0.7231
S 1.7587 -0.4004 -0.2013
H -3.6026 -0.1947 -0.3924
H -3.0859 -0.0644 1.2971
H -0.9836 -1.3136 0.7468
H -1.6729 -1.7260 -0.8764
H 3.7885 -0.0832 1.3242
H 3.4244 1.1987 0.2362
H 3.9443 -0.3540 -0.4155
H -0.0961 1.0096 -1.3087
H 1.0812 -1.0025 0.7068
H -1.0552 2.3371 -0.5885
*
```

E_LUMO	-4.5	eV
gap between HOMO and LUMO	8.256	eV

=====

Version y
C4H10NS | ωB97M-V/def2-TZVPD

The geometry in ORCA input format:
```
! wB97M-V def2-TZVPD RIJCOSX def2/J DEFGRID3
* xyz 1 1
C -2.4219 1.2592 -0.2276
C -1.3714 -0.2778 0.6522
C 2.2887 -0.4747 -0.3832
C 1.0523 0.1026 0.2789
N -0.1726 -0.6860 -0.0644
S -2.9506 -0.4429 -0.1555
H -2.7868 1.9402 0.5174
H -1.8989 1.6086 -1.0971
H -1.2974 -0.0966 1.7091
H 2.4167 -1.5285 -0.1412
H 2.2631 -0.3608 -1.4617
H 3.1668 0.0585 -0.0254
H 0.8840 1.1337 -0.0325
H 1.1641 0.0777 1.3630
H 0.0243 -1.6801 0.1439
H -0.3605 -0.6332 -1.0757
*
```

E_LUMO	-3.6	eV
gap between HOMO and LUMO	10.183	eV

=====

Stability ranking, top and bottom: version w is the most stable and version x is the least stable.

=====

Version w
C4H10NS | ωB97M-V/def2-TZVPD

The geometry in ORCA input format:
```
! wB97M-V def2-TZVPD RIJCOSX def2/J DEFGRID3
* xyz 1 1
C -0.9522 0.2305 1.2588
C -0.7635 0.2334 -0.2391
C -1.6391 1.3095 1.9937
C 1.4570 -0.4049 -1.1554
N 0.0491 -0.8064 -0.9316
S 2.2664 -2.0076 -1.6739
H -0.6999 -0.5817 1.8792
H -1.1073 0.9053 -0.9565
H -1.9066 1.1307 3.0691
H -2.5165 1.7466 1.4323
H -0.8125 1.9512 2.0453
H 1.5989 0.3644 -1.9767
H 1.8485 0.0691 -0.2269
H 0.0982 -1.7951 -0.6010
H -0.3458 -0.8639 -1.9310
H 3.4254 -1.4811 -1.9862
*
```

E_LUMO	-3.8	eV
gap between HOMO and LUMO	10.032	eV
SMILES string	C/C=C/[NH2+]CS

=====

Version x
C4H10NS | ωB97M-V/def2-TZVPD

The geometry in ORCA input format:
```
! wB97M-V def2-TZVPD RIJCOSX def2/J DEFGRID3
* xyz 1 1
C 1.8895 1.1706 -0.4480
C 3.0659 0.1896 -0.2822
C 1.7361 -0.0991 0.2388
C -2.5836 -0.7796 -0.4550
N -2.0727 -0.0696 0.8080
S 0.7448 -1.0177 1.1451
H 1.9267 2.0867 0.2811
H 1.5117 1.2887 -1.3560
H 3.3647 -0.3614 -1.0477
H 3.8592 0.5875 0.3815
H -1.6964 -1.0645 -1.0653
H -2.9790 -1.7734 -0.1838
H -3.1718 -0.2522 -1.1531
H -2.6193 -0.4242 1.5262
H -2.0672 0.9707 0.7724
H -0.9087 -0.4520 0.8380
*
```

E_LUMO	-4.6	eV
gap between HOMO and LUMO	8.760	eV

=====

Stability ranking, top and bottom: version w is the most stable and version x is the least stable.

=====

Version w
C3H8N4S | ωB97M-V/def2-TZVPD

The geometry in ORCA input format:
```
! wB97M-V def2-TZVPD RIJCOSX def2/J DEFGRID3
* xyz 0 1
C -2.7353 -1.1145 -0.1372
C -0.9627 0.6646 0.0312
C 1.8009 -0.0034 -0.0425
H -3.7916 -1.0967 -0.4980
H -2.1453 -1.7897 -0.8015
H -2.6818 -1.5220 0.8666
H -2.9222 0.9658 -0.1201
H -1.3127 2.5049 -0.1455
H 3.5733 -0.8102 -0.4178
H 2.3296 -1.8813 -0.7151
H 1.4078 1.8405 0.0696
N -2.2455 0.2530 -0.2324
N -0.5619 1.8796 0.0899
N 2.6750 -1.1000 -0.1369
N 2.1849 1.1784 -0.1305
S 0.1599 -0.6855 0.3451
*
```

E_LUMO	0.6	eV
gap between HOMO and LUMO	9.816	eV
SMILES string	[H]/N=C(/N)S/C(=N/[H])NC

=====

Version x
C3H8N4S | ωB97M-V/def2-TZVPD

The geometry in ORCA input format:
```
! wB97M-V def2-TZVPD RIJCOSX def2/J DEFGRID3
* xyz 0 1
C 0.0617 -1.3758 0.7467
C -0.3211 -0.0009 0.2533
C 1.6089 0.0062 -1.2497
H -0.8009 -1.7979 1.2319
H 0.9628 -1.1835 1.3529
H 0.4374 -2.0854 -0.1000
H -1.5257 0.3640 2.7238
H -2.8981 0.7211 1.7860
H -1.6464 1.8065 -1.2875
H 1.8711 -0.8982 -0.7782
H 3.0310 0.2744 -2.6005
N -1.2253 0.7188 0.7547
N -2.0020 0.1966 1.7685
N 0.3700 0.5516 -0.7828
N 2.1084 0.6288 -2.2332
S -0.0318 2.0737 -1.5858
*
```

E_LUMO	0.7	eV
gap between HOMO and LUMO	8.694	eV
SMILES string	[H]/N=C/N(S)/C(C)=N/N

=====

Version y
C3H8N4S | ωB97M-V/def2-TZVPD

The geometry in ORCA input format:
```
! wB97M-V def2-TZVPD RIJCOSX def2/J DEFGRID3
* xyz 0 1
C -3.1703 0.3741 0.0281
C -2.1049 -0.6821 0.0381
C 1.4079 0.8857 -0.0337
H -3.1879 0.8425 1.0444
H -2.9026 1.1526 -0.7517
H -4.1482 -0.0862 -0.2104
H -2.4440 -1.7750 0.0831
H 3.1217 1.6893 0.3026
H 1.0240 -1.0480 -0.2336
H 3.1046 -1.5655 0.7181
H 3.4732 -1.2019 -0.8522
N -0.8482 -0.4609 -0.0043
N 2.1011 1.9275 0.1139
N 1.8098 -0.4099 -0.1314
N 3.1287 -0.8198 0.0283
S -0.3650 1.1775 -0.1394
*
```

E_LUMO	0.9	eV
gap between HOMO and LUMO	9.439	eV
SMILES string	[H]/N=C(\NN)S/N=C\C

=====

Version z
C3H8N4S | ωB97M-V/def2-TZVPD

The geometry in ORCA input format:
```
! wB97M-V def2-TZVPD RIJCOSX def2/J DEFGRID3
* xyz 0 1
C 0.8520 1.3071 -1.0360
C 0.9721 0.6795 0.2334
C -0.1097 -0.3439 0.5557
H 0.9835 -1.7210 -2.5062
H 2.6237 -1.2210 -1.5914
H 1.4474 0.8900 -3.0741
H 0.3346 3.0171 -0.6267
H 1.8675 0.0268 -0.0103
H 1.0596 1.3765 1.0085
H -0.2926 -0.9466 -0.4286
H -2.6231 -0.8036 3.0289
N 1.4677 -1.0066 -1.7809
N 1.2977 0.3718 -2.0654
N 0.5398 2.5177 -1.4449
N -0.6146 -0.3130 1.8102
S -2.1576 -1.3415 1.8780
*
```

E_LUMO	0.5	eV
gap between HOMO and LUMO	9.381	eV
SMILES string	[H]/N=C(\C/C=N/S)NN

=====

Stability ranking, top and bottom: version w is the most stable and version z is the least stable.

=====

Version w
C4H9NO3S | ωB97M-V/def2-TZVPD

The geometry in ORCA input format:
```
! wB97M-V def2-TZVPD RIJCOSX def2/J DEFGRID3
* xyz 0 1
C 0.3687 -0.8313 1.6577
C 1.3135 -0.3048 -1.8399
C 1.0936 0.7726 -0.7936
C -0.1759 0.3991 -0.0264
N -0.8837 1.5643 0.5059
O -2.9047 -0.1859 1.1120
O -0.7647 -1.5269 1.8943
O -0.9858 -0.5714 -0.5327
S -2.3120 -1.1720 0.1831
H 0.9694 -1.7225 1.2848
H 0.5829 -0.4722 -2.5631
H 1.5726 -1.3285 -1.4458
H 2.2191 -0.1075 -2.3234
H 1.0866 1.7167 -1.4606
H 1.7599 0.8304 0.1359
H -0.4577 2.4610 0.3684
H -1.3658 -1.0097 2.3783
H -1.1159 1.4885 1.4652
*
```

E_LUMO (spin up / spin down)	-0.4 / -0.3	eV
gap between HOMO and LUMO (spin up / spin down)	7.535 / 7.404	eV

=====

Version x
C4H9NO3S | ωB97M-V/def2-TZVPD

The geometry in ORCA input format:
```
! wB97M-V def2-TZVPD RIJCOSX def2/J DEFGRID3
* xyz 0 1
C -2.5206 0.6519 1.1190
C -1.2021 0.2761 0.3958
C 1.4767 0.5422 0.0211
C 1.0883 -1.8003 -0.7345
H -2.5346 1.8687 1.4002
H -2.5732 0.2733 1.9203
H -3.4548 0.5127 0.5802
H -1.2660 0.9031 -0.6480
H -1.3695 -0.7394 0.1827
H 2.1334 -2.3882 -0.6194
H 0.9025 -2.0986 0.1482
H 0.5894 -2.3065 -1.5628
H 2.6230 0.3645 -1.8226
N 1.2320 -0.3296 -1.0185
O 0.1140 2.3778 1.4929
O 2.4508 1.2531 -0.0457
O 2.0892 -0.1642 -2.1315
S 0.2214 0.8033 1.3226
*
```

E_LUMO	0.2	eV
gap between HOMO and LUMO	9.774	eV

=====

Stability ranking, top and bottom: version w is the most stable and version x is the least stable.